Entry from the Open Molecules 2025 dataset: C6H11NO as an isolated structure (ωB97M-V/def2-TZVPD).

```
19
Properties=species:S:1:pos:R:3:forces:R:3
C 0.754 1.900 0.707 -0.2 0.0 -0.1
C 0.578 0.670 -1.489 0.5 0.1 -1.2
C -0.044 -1.382 0.734 1.0 -0.3 -0.1
C 0.527 0.570 0.016 -2.0 -0.4 -0.1
N -2.077 -0.772 -0.575 0.0 0.1 -0.4
C 1.076 -0.622 0.668 -0.4 -0.9 0.5
C -1.090 -0.439 0.361 1.2 1.4 -0.1
O -0.274 -2.718 0.937 0.0 0.4 0.2
H 0.572 -3.178 0.978 0.0 0.1 0.0
H -1.834 -1.542 -1.182 -0.2 0.0 0.2
H -3.023 -0.822 -0.226 0.1 0.0 -0.1
H 2.033 -0.745 1.162 0.2 -0.1 -0.2
H -1.463 0.209 1.145 -0.1 -0.2 0.2
H 1.768 2.266 0.515 0.0 -0.1 0.0
H 0.062 2.655 0.331 0.0 0.0 0.0
H 1.561 0.454 -1.923 0.2 0.0 0.4
H 0.333 1.659 -1.887 -0.1 0.2 0.4
H -0.078 0.017 -2.060 -0.3 -0.4 0.4
H 0.619 1.821 1.786 0.0 0.0 0.0
```
Forces are in eV/Å.

The calculation puts the HOMO-LUMO gap at 8.89 eV. The energy above the lowest of the compared OMol25 structures with the same formula, charge and spin is 62.4 kcal/mol. For the HOMO energy, the calculation gives -0.297 hartree.

---

Entry from the Open Molecules 2025 dataset: a 10-piece molecular cluster, C31H54Cl18F4N2O6P2S overall (ωB97M-V/def2-TZVPD).

```
118
Properties=species:S:1:pos:R:3:forces:R:3
C 2.397 -1.626 7.258 -0.6 0.1 -1.3
C 1.312 -1.919 6.765 -0.1 0.8 -0.2
C -0.085 -2.039 6.024 1.8 0.3 0.5
C 0.096 -2.083 4.410 0.3 0.7 0.9
O -0.957 -2.933 3.912 0.0 2.2 -1.2
C -1.831 -2.290 2.990 -1.1 0.8 -0.5
O -2.660 -3.380 2.425 1.1 -2.3 2.8
C -2.532 -4.515 3.222 -0.2 1.2 -1.7
N -2.370 -5.520 3.778 -0.5 1.1 -0.6
C -1.102 -1.651 1.722 1.9 -2.1 -0.8
C -0.266 -2.838 1.015 -0.8 0.0 -0.7
F -1.999 -1.178 0.721 0.7 -0.1 1.8
C -2.879 -1.324 3.718 0.1 -1.5 0.5
S -4.425 -0.974 2.734 -0.4 0.0 -0.2
N -2.301 -0.055 4.235 -2.3 -1.6 -0.6
C -2.365 1.075 3.271 1.6 2.2 0.0
C -1.211 2.130 3.737 0.8 0.9 -0.1
C -0.297 2.573 2.515 0.9 0.2 0.9
F -0.745 3.494 1.534 0.5 -2.8 1.5
C 1.001 2.034 2.458 -1.4 0.8 -0.2
F 1.470 1.217 1.433 0.4 2.4 1.6
F 1.901 2.353 3.480 -1.5 -2.3 -1.8
P -3.074 0.506 5.721 0.8 1.9 2.0
O -3.072 -0.741 6.899 -1.5 0.8 -2.1
O -4.725 0.843 5.510 1.1 -1.2 -0.5
P 1.872 -2.720 4.100 1.9 -2.1 2.1
O 1.911 -3.980 2.950 0.2 2.7 -0.8
O 2.771 -1.352 3.605 -2.8 -0.5 -0.8
H 3.466 -1.312 7.405 -1.9 -0.7 0.1
H -0.626 -1.072 6.236 0.3 -1.3 0.0
H -0.642 -2.949 6.409 0.6 1.2 -0.7
H 0.062 -1.001 4.081 -0.5 -1.1 0.1
H -0.316 -0.874 1.997 -1.6 -0.4 -0.3
H -0.817 -3.106 0.050 0.7 0.5 1.3
H -0.243 -3.784 1.627 0.3 1.2 -0.5
H 0.758 -2.485 0.676 -1.2 -0.6 0.7
H -3.235 -1.905 4.638 0.7 0.6 -1.3
H -4.554 -1.865 1.691 0.8 0.4 0.9
H -2.124 0.814 2.202 -0.5 -0.3 1.2
H -3.328 1.663 3.268 1.1 -1.1 0.0
H -1.627 2.995 4.331 0.3 -0.9 -0.8
H -0.523 1.554 4.441 -0.7 0.8 -1.0
H -4.011 -0.964 7.113 0.8 0.0 -0.2
H -4.949 1.112 4.596 0.1 -0.3 0.5
H 2.347 -3.583 2.155 -0.6 -0.8 0.3
H 2.089 -0.697 3.318 1.0 -0.2 0.0
Cl -4.443 3.219 1.981 -0.1 0.2 0.0
C -4.577 3.807 0.310 0.1 0.0 -0.5
C -4.063 2.793 -0.688 -0.2 0.0 -0.1
Cl -2.302 2.570 -0.566 -0.1 -0.2 -0.2
H -4.037 4.751 0.245 0.0 -0.1 0.1
H -5.630 4.006 0.121 0.1 -0.1 0.0
H -4.276 3.137 -1.701 0.0 0.1 0.1
H -4.532 1.817 -0.554 0.1 0.1 0.1
Cl -4.698 -3.494 0.060 -0.3 -0.2 -0.3
C -3.602 -4.068 -1.222 0.3 0.0 -0.1
C -3.119 -2.939 -2.107 0.2 -0.1 0.1
Cl -4.428 -2.263 -3.112 0.0 0.1 0.0
H -4.126 -4.833 -1.796 0.0 0.1 0.1
H -2.752 -4.537 -0.725 0.0 0.1 0.0
H -2.353 -3.307 -2.792 -0.1 -0.1 0.1
H -2.689 -2.126 -1.522 -0.1 -0.1 0.0
Cl 5.954 4.530 4.052 0.0 0.0 0.0
C 5.972 2.881 3.378 0.0 -0.2 -0.1
C 5.127 1.923 4.189 -0.1 0.0 -0.2
Cl 5.832 1.597 5.793 0.0 0.0 0.0
H 7.009 2.551 3.319 -0.1 0.0 0.1
H 5.579 2.951 2.362 0.0 0.0 0.1
H 5.058 0.963 3.673 0.1 0.1 0.0
H 4.117 2.303 4.335 0.2 0.0 0.1
Cl 2.560 -2.405 -2.913 -0.1 -0.1 0.1
C 2.689 -0.673 -2.502 0.0 0.0 0.0
C 2.096 -0.364 -1.147 0.2 0.1 -0.1
Cl 0.323 -0.544 -1.131 0.0 0.2 -0.2
H 2.204 -0.100 -3.293 0.0 -0.1 0.1
H 3.747 -0.427 -2.506 -0.2 -0.2 0.1
H 2.310 0.671 -0.876 0.0 -0.1 -0.1
H 2.509 -1.011 -0.371 -0.1 0.0 -0.1
Cl 4.194 1.148 -6.040 -0.1 0.0 0.0
C 5.646 1.730 -5.185 0.1 0.1 0.1
C 5.747 1.172 -3.783 0.3 -0.1 -0.1
Cl 4.482 1.830 -2.709 0.1 0.6 0.0
H 5.622 2.820 -5.181 -0.1 -0.1 0.1
H 6.505 1.411 -5.772 -0.1 0.0 0.1
H 6.710 1.443 -3.341 -0.4 -0.1 -0.1
H 5.666 0.084 -3.775 -0.1 0.1 -0.1
Cl -4.712 7.643 0.829 0.0 0.0 0.0
C -6.248 7.923 1.688 -0.2 0.1 0.1
C -6.639 6.746 2.556 0.0 0.2 0.2
Cl -7.092 5.320 1.590 -0.3 0.2 0.1
H -7.015 8.146 0.946 0.1 -0.1 0.0
H -6.106 8.809 2.309 0.0 -0.1 0.0
H -7.508 7.006 3.162 0.0 0.0 -0.1
H -5.830 6.457 3.228 0.0 0.0 -0.2
Cl 8.260 -0.518 -5.383 0.1 -0.1 0.0
C 9.713 0.501 -5.527 0.2 0.1 0.0
C 9.940 1.357 -4.298 0.2 -0.1 0.0
Cl 8.708 2.638 -4.117 0.3 0.1 -0.1
H 9.612 1.110 -6.426 -0.1 0.0 0.1
H 10.558 -0.175 -5.666 -0.1 0.1 0.1
H 10.905 1.860 -4.372 -0.1 0.0 -0.1
H 9.938 0.757 -3.388 -0.1 0.1 -0.1
Cl 4.434 -2.329 -7.537 0.0 -0.1 0.0
C 2.653 -2.313 -7.545 -0.2 0.1 0.0
C 2.067 -3.299 -6.558 -0.1 0.2 0.1
Cl 2.353 -4.989 -7.045 0.0 0.0 0.0
H 2.318 -2.518 -8.563 0.1 -0.1 0.1
H 2.345 -1.300 -7.283 0.0 -0.1 0.1
H 0.986 -3.165 -6.499 0.1 0.0 -0.1
H 2.482 -3.160 -5.560 0.0 0.0 -0.2
Cl -7.674 -4.334 -7.425 0.0 0.0 0.0
C -6.203 -3.337 -7.556 0.2 0.1 0.0
C -5.980 -2.482 -6.327 0.2 -0.1 0.0
Cl -7.200 -1.194 -6.173 0.0 0.0 0.0
H -6.286 -2.729 -8.458 -0.1 0.0 0.1
H -5.366 -4.025 -7.685 0.0 0.1 0.1
H -5.007 -1.991 -6.389 -0.1 0.0 -0.1
H -6.000 -3.079 -5.415 -0.1 0.0 -0.1
```
Forces are in eV/Å.

The calculation puts the HOMO-LUMO gap at 7.22 eV. For the HOMO energy, the calculation gives -0.298 hartree. As for the SMILES: C#CC[C@H](O[C@@](OC#N)([C@H](S)N(CCC(F)=C(F)F)P(O)O)[C@@H](C)F)P(O)O.ClCCCl.ClCCCl.ClCCCl.ClCCCl.ClCCCl.ClCCCl.ClCCCl.ClCCCl.ClCCCl.

---

Entry from the Open Molecules 2025 dataset: C23H35BeBr7ClN4NaO10S as an isolated structure (ωB97M-V/def2-TZVPD).

```
83
Properties=species:S:1:pos:R:3:forces:R:3
C 2.750 1.033 0.557 -0.6 -0.6 -0.2
C 1.105 0.989 0.256 1.3 -1.6 0.7
O 0.436 2.274 0.502 -0.9 -1.7 -2.0
C -0.658 2.533 -0.445 -1.2 -0.4 1.7
C -2.160 2.555 0.210 1.5 2.5 0.8
N -2.845 1.208 0.283 -3.0 -7.1 1.8
C -4.341 0.987 0.461 0.2 -4.1 2.0
C -4.725 -0.606 0.516 3.4 4.1 -0.2
N -3.386 -1.300 0.345 -1.2 5.3 -1.1
C -2.332 -0.212 0.197 -1.3 0.0 1.4
H 3.355 1.232 -0.448 -1.4 -0.1 2.3
H 3.050 -0.053 0.932 -0.6 2.3 -0.8
H 2.999 1.800 1.406 -0.4 -1.4 -1.8
H 0.648 0.188 1.009 1.0 1.8 -1.7
H 1.004 0.573 -0.833 -0.1 1.1 1.8
H -0.470 3.629 -0.881 -0.9 -2.2 1.4
H -0.694 1.824 -1.375 0.2 1.0 2.2
H -2.166 3.102 1.258 0.1 -1.6 -1.8
H -2.827 3.228 -0.515 2.5 -1.3 2.5
H -5.058 1.916 0.560 1.6 -2.6 0.7
H -5.785 -1.123 0.657 3.5 2.2 0.9
H -3.276 -2.341 0.341 0.6 1.5 -0.2
H -1.220 -0.533 0.027 -2.3 0.9 0.2
C -1.840 -3.766 -5.164 -2.6 -2.0 -2.1
C -0.945 -3.033 -4.480 4.1 2.7 2.2
C -1.499 -2.458 -3.180 -0.7 0.7 1.7
O -0.833 -1.815 -2.363 -0.4 -0.7 -1.0
C -2.937 -2.675 -2.872 2.5 1.6 1.2
C -3.837 -3.397 -3.563 -2.7 -2.0 -1.7
C -3.254 -4.061 -4.808 0.2 -0.9 -1.4
O -3.880 -4.827 -5.546 0.5 1.1 1.3
O -5.065 -3.582 -3.299 1.3 0.6 0.4
O 0.261 -2.783 -4.786 -2.5 -0.8 0.3
H -1.535 -4.226 -6.097 0.0 0.0 0.0
H -3.258 -2.172 -1.967 0.0 0.1 -0.1
Na -6.585 -2.162 -0.539 -0.4 -1.1 -1.6
Be -2.585 -0.770 2.719 2.2 -0.1 0.5
Cl 0.115 3.446 -2.551 1.3 1.4 -3.6
C 0.403 -7.420 -5.035 0.1 -0.2 -0.1
Br -0.281 -6.814 -6.753 0.2 -0.2 0.4
Br 2.299 -7.036 -4.835 -0.5 0.0 0.0
Br -0.639 -6.714 -3.552 0.2 -0.1 -0.3
H 0.293 -8.509 -5.014 0.0 0.5 0.0
C 6.865 2.826 0.673 -0.2 0.2 0.1
C 6.927 2.170 -0.704 0.4 -0.1 0.2
C 7.128 0.638 -0.652 0.1 0.1 -0.3
O 8.463 0.229 -0.343 -0.6 0.0 0.2
C 8.781 0.259 1.040 0.4 -0.1 -0.3
N 7.978 2.824 -1.498 0.1 -0.4 -0.1
H 7.849 2.928 1.138 -0.1 -0.1 -0.1
H 6.447 3.837 0.595 0.1 -0.2 0.0
H 6.224 2.255 1.352 0.1 0.0 0.0
H 5.963 2.357 -1.192 0.1 -0.1 0.0
H 6.922 0.238 -1.650 0.1 0.0 0.1
H 6.410 0.160 0.025 0.0 0.1 0.2
H 7.926 -0.008 1.667 -0.1 0.1 0.0
H 9.166 1.241 1.315 -0.1 0.0 0.2
H 9.580 -0.466 1.220 -0.1 0.0 -0.1
H 7.947 2.453 -2.449 0.0 0.2 0.1
H 8.879 2.494 -1.140 -0.3 0.2 0.0
C -4.785 -0.700 7.624 0.6 0.2 0.4
C -3.668 -1.350 6.812 -0.1 0.6 -0.3
O -3.908 -2.752 6.901 -1.1 -0.2 0.5
S -5.515 -3.009 7.006 0.0 -0.4 0.2
O -6.009 -3.326 5.684 0.4 0.2 1.7
O -5.771 -3.836 8.161 0.3 0.9 -1.8
O -5.951 -1.477 7.357 0.2 -0.9 -0.6
H -4.576 -0.757 8.697 0.0 0.0 -0.1
H -4.949 0.343 7.340 -0.2 -0.3 0.0
H -2.675 -1.103 7.197 -0.2 -0.3 0.0
H -3.730 -1.063 5.756 0.0 0.1 0.1
C -4.768 2.482 -3.302 -0.4 0.1 -0.9
Br -4.152 2.145 -1.488 -2.6 0.6 -6.9
Br -5.663 4.202 -3.455 0.2 -0.4 0.1
Br -3.332 2.294 -4.600 -0.4 0.1 0.6
H -5.512 1.713 -3.535 0.3 0.4 0.1
C 1.045 5.244 0.416 0.0 0.0 0.0
C 1.869 6.026 1.353 0.6 0.7 0.8
N 2.519 6.644 2.093 -1.0 -1.0 -1.2
H 1.540 5.123 -0.554 0.0 0.1 0.2
H 0.838 4.240 0.800 0.3 0.3 0.1
H 0.079 5.724 0.228 0.3 0.2 0.1
Br -0.185 -1.371 2.779 -2.1 0.2 0.2
```
Forces are in eV/Å.

The calculation puts the HOMO-LUMO gap at 1.94 eV. The energy above the lowest of the compared OMol25 structures with the same formula, charge and spin is 243.8 kcal/mol. For the HOMO energy, the calculation gives -0.251 hartree.

---

Entry from the Open Molecules 2025 dataset: a 9-piece molecular cluster, C33H57F3O21 overall (ωB97M-V/def2-TZVPD).

```
114
Properties=species:S:1:pos:R:3:forces:R:3
C -2.288 -0.338 3.403 -1.0 0.1 -0.9
C -3.129 -1.238 2.503 -0.5 0.1 1.6
O -3.951 -1.862 3.486 -1.1 -0.6 0.0
C -3.388 -1.834 4.735 0.1 -2.1 1.1
O -3.652 -2.512 5.723 0.3 2.3 -3.2
O -2.352 -1.004 4.623 1.3 0.5 2.1
F -2.371 -2.200 1.949 0.5 -0.6 -0.8
H -2.864 0.586 3.453 0.4 0.4 0.2
H -1.250 -0.183 3.110 -0.2 -0.2 0.0
H -3.780 -0.759 1.772 0.2 -0.2 0.0
C 1.854 -5.486 -4.131 -0.1 -0.2 0.3
C 1.311 -6.140 -2.848 0.5 0.4 -1.1
O 0.083 -5.508 -2.700 -1.2 -1.0 1.0
C -0.068 -4.495 -3.549 -3.6 3.4 0.4
O -1.025 -3.710 -3.589 2.5 -2.5 0.4
O 0.983 -4.371 -4.291 1.6 0.4 -1.7
F 2.074 -5.836 -1.771 0.2 -0.3 0.2
H 1.707 -6.180 -4.959 0.2 0.2 -0.2
H 2.874 -5.111 -4.054 -0.1 -0.3 0.0
H 1.188 -7.216 -2.974 0.0 0.0 0.6
C -3.863 -4.946 0.932 0.5 -2.4 0.4
C -4.167 -5.290 -0.537 1.4 1.0 1.4
O -4.501 -3.994 -0.990 -0.3 0.0 0.0
C -5.005 -3.270 0.065 -1.5 2.1 -0.2
O -5.567 -2.181 -0.094 2.0 -3.5 1.0
O -4.790 -3.972 1.253 -1.2 2.4 -1.7
F -5.223 -6.110 -0.654 -0.7 -0.3 0.0
H -2.866 -4.578 1.174 0.2 0.0 -0.6
H -4.014 -5.834 1.545 -0.2 0.1 0.1
H -3.330 -5.778 -1.037 0.0 0.7 -0.4
O 3.145 1.769 -1.373 -1.0 -0.5 0.1
C 2.342 0.918 -1.033 0.9 1.2 0.6
O 2.096 -0.199 -1.681 -0.6 -0.6 -1.8
C 2.563 -0.432 -3.062 1.1 -0.3 -0.1
C 3.309 -1.748 -3.009 -0.2 -1.0 0.3
C 1.638 0.904 0.328 0.6 0.3 -0.4
H 3.236 0.316 -3.482 -0.2 0.5 0.8
H 1.728 -0.506 -3.759 -0.4 0.1 0.5
H 3.957 -2.037 -3.837 -0.2 0.6 -0.4
H 2.570 -2.546 -2.940 0.0 -0.2 0.3
H 3.960 -1.803 -2.136 -0.1 0.2 0.1
H 1.566 1.907 0.750 0.0 0.0 -0.2
H 2.368 0.369 0.935 -0.3 -0.2 0.4
H 0.667 0.411 0.331 0.2 -0.1 -0.1
O -1.591 2.746 -0.792 0.1 -1.0 1.3
C -1.764 2.059 0.199 -0.9 -0.4 -1.2
O -2.470 0.846 0.207 0.3 1.5 0.0
C -2.823 0.256 -1.054 1.5 -0.9 -1.6
C -1.622 -0.605 -1.523 -0.1 0.4 -0.9
C -1.370 2.373 1.625 -0.2 -0.2 -1.0
H -3.028 0.982 -1.841 0.1 0.5 0.5
H -3.686 -0.409 -1.078 -0.3 0.3 1.3
H -1.034 -0.088 -2.280 0.3 0.5 0.2
H -1.941 -1.476 -2.096 -0.2 -0.3 0.5
H -0.933 -0.881 -0.724 -0.3 -0.2 0.1
H -2.339 2.534 2.099 0.2 -0.1 0.6
H -0.737 3.254 1.736 -0.1 -0.2 -0.3
H -0.856 1.479 1.978 -0.2 0.3 0.4
O 4.912 -3.887 2.006 -2.1 -1.0 0.4
C 3.861 -4.405 2.397 1.9 0.9 0.5
O 2.663 -4.191 1.879 -0.5 0.1 0.9
C 2.515 -3.618 0.601 -0.4 0.0 -0.8
C 1.227 -2.818 0.514 0.0 -0.6 0.2
C 3.750 -5.326 3.599 1.2 0.4 -0.3
H 2.333 -4.528 0.030 0.5 0.5 -0.8
H 3.400 -3.061 0.293 0.0 -0.2 0.1
H 1.063 -2.523 -0.522 0.0 0.0 0.0
H 1.154 -1.938 1.154 0.2 -0.1 0.1
H 0.462 -3.538 0.804 -0.4 0.3 0.0
H 4.710 -5.842 3.603 -0.3 -0.6 -0.1
H 2.866 -5.963 3.571 0.3 0.1 0.1
H 3.845 -4.756 4.523 -0.6 0.3 0.0
O -1.417 4.804 -3.135 -0.8 -1.7 -0.8
C -1.390 3.697 -3.693 1.6 1.0 1.0
O -2.456 2.928 -3.790 0.0 0.3 -0.3
C -2.457 1.744 -4.618 0.1 -0.5 -1.1
C -2.773 2.066 -6.065 -1.1 1.0 0.0
C -0.021 3.156 -4.116 -0.3 0.6 -0.3
H -3.302 1.175 -4.231 0.4 -0.2 0.2
H -1.532 1.170 -4.661 0.0 0.1 1.1
H -2.811 1.219 -6.750 0.1 -0.2 0.4
H -2.138 2.819 -6.533 0.3 0.0 0.3
H -3.770 2.499 -5.991 -0.1 0.1 -0.6
H 0.593 4.003 -4.421 -0.1 0.0 0.1
H -0.035 2.458 -4.952 0.0 -0.1 0.3
H 0.445 2.735 -3.225 -0.1 -0.3 -0.1
O 1.835 3.999 2.474 1.3 -0.8 0.6
C 1.929 3.336 3.499 -1.4 0.5 0.3
O 2.995 2.843 4.115 0.1 0.1 -0.3
C 4.314 3.145 3.651 1.3 -0.1 -0.7
C 5.035 1.965 2.984 -0.6 -0.1 -0.1
C 0.641 3.061 4.287 0.5 0.4 -1.1
H 4.910 3.496 4.493 -0.4 0.0 0.2
H 4.305 3.942 2.907 -0.5 0.1 0.1
H 5.455 1.187 3.622 -0.1 0.3 0.4
H 5.835 2.382 2.373 0.0 -0.1 0.0
H 4.337 1.443 2.330 0.0 0.1 -0.3
H 0.640 3.629 5.217 0.1 -0.3 0.1
H 0.459 1.995 4.420 0.1 0.1 0.3
H -0.086 3.492 3.599 -0.3 -0.2 0.6
O -0.868 6.240 -0.852 1.5 -1.0 1.6
C -0.036 5.721 -0.022 -1.0 0.0 -0.3
O -0.266 5.651 1.275 1.4 -0.5 -2.4
C -1.491 6.084 1.853 -1.0 1.5 0.7
C -1.309 6.171 3.376 -0.8 0.3 -0.4
C 1.254 5.067 -0.502 -0.1 -0.2 0.4
H -2.328 5.510 1.455 0.2 -0.5 0.3
H -1.687 7.094 1.492 0.1 0.2 0.0
H -1.390 5.247 3.947 0.5 -0.1 -0.4
H -2.125 6.780 3.765 -0.2 0.0 -0.2
H -0.431 6.774 3.609 0.3 -0.5 0.0
H 2.116 5.670 -0.216 -0.2 0.3 0.2
H 1.366 4.796 -1.552 -0.7 0.4 0.0
H 1.315 4.158 0.096 0.0 0.0 0.1
```
Forces are in eV/Å.

The calculation puts the HOMO-LUMO gap (alpha / beta) at 9.05 / 4.08 eV. As for the expectation value of S²: 0.76. For the HOMO energy (alpha / beta), the calculation gives -0.438 / -0.438 hartree. Its net charge is +1. The spin multiplicity is 2.

---

Record-wise maximum force values, in eV/Å: 2.022 3.798 7.933 4.946
Record-wise calculated total energy values, in eV: -9935.75008 -313967.89047 -569304.20523 -86286.01689